{
  "formula": "C5H4N2",
  "method": "ωB97M-V/def2-TZVPD",
  "species": ["C", "C", "C", "C", "N", "N", "C", "H", "H", "H", "H"],
  "xyz": [[2.7255, -0.4342, -0.0326], [1.5899, -0.0838, 0.1514], [0.2065, 0.2019, 0.1820], [-0.4647, 1.2579, -0.4679], [-1.7524, 0.9792, -0.6500], [-1.9051, -0.2823, -0.0540], [-0.7626, -0.7159, 0.4870], [3.7394, -0.7180, -0.1686], [0.0524, 2.1960, -0.6993], [-2.7602, -0.8126, 0.1355], [-0.6688, -1.5882, 1.1166]],
  "atomic_forces_ev_per_a": [[-0.2, 0.2, 0.2], [0.8, -0.1, 0.1], [0.2, -0.1, -0.1], [-0.2, -0.3, 0.1], [-0.2, -0.9, 0.9], [0.2, 0.6, 0.3], [0.3, -0.1, 0.1], [0.0, 0.0, 0.0], [-0.8, -0.4, -0.5], [0.1, 1.2, -0.7], [-0.2, -0.2, -0.4]],
  "lowdin_charge": [0.116, -0.114, -0.281, -0.115, 0.051, -0.016, -0.075, 0.020, 0.123, 0.159, 0.132],
  "e_lumo_ha": 0.03216,
  "e_homo_ev": -8.747,
  "smiles": "C#Cc1cn[nH]c1",
  "e_above_lowest_ev": 2.298,
  "total_energy_ev": -8227.1950
}